94
Properties=species:S:1:pos:R:3:mulliken_charge:R:1 method="wB97M-V/def2-TZVPD" largest_force_ev_per_a=0.817 e_above_lowest_kj_mol=27.41 total_charge=+1 homo_lumo_gap_ha=0.2225
V -0.214 -0.385 1.211 0.39
O 1.430 -0.046 1.336 -0.09
C 2.572 0.803 1.071 1.26
C 2.550 1.000 -0.450 -1.84
C 1.326 1.717 -0.966 0.30
C 1.488 2.835 -1.770 -0.82
C 0.378 3.545 -2.190 -1.10
C -0.869 3.132 -1.763 -0.94
C -0.970 1.999 -0.972 -0.10
C -2.298 1.563 -0.435 -0.10
C -2.323 1.676 1.094 1.72
O -1.117 1.007 1.578 0.76
C -2.252 3.143 1.484 -0.23
C -3.443 3.868 1.468 -0.60
C -3.436 5.231 1.709 -1.12
C -2.237 5.882 1.974 -0.74
C -1.056 5.161 1.997 -0.95
C -1.057 3.791 1.752 0.99
C -3.486 0.959 1.747 -0.12
C -3.556 0.968 3.139 -0.03
C -4.589 0.315 3.792 -1.00
C -5.565 -0.351 3.061 -0.66
C -5.508 -0.349 1.676 -0.72
C -4.471 0.304 1.020 0.05
N 0.108 1.271 -0.612 0.85
C 3.819 0.017 1.475 0.30
C 4.018 -1.270 0.975 0.06
C 5.155 -1.987 1.306 -0.99
C 6.117 -1.422 2.134 -0.65
C 5.929 -0.142 2.627 -1.02
C 4.784 0.576 2.303 -0.48
C 2.404 2.062 1.894 0.21
C 2.808 3.302 1.419 -0.08
C 2.721 4.426 2.232 -1.05
C 2.228 4.317 3.521 -0.75
C 1.823 3.076 4.002 -0.97
C 1.917 1.956 3.195 0.23
H 2.624 0.009 -0.898 0.46
H 3.451 1.539 -0.740 0.66
H 2.486 3.148 -2.045 0.58
H 0.485 4.422 -2.816 0.46
H -1.764 3.681 -2.022 0.59
H -2.480 0.535 -0.721 -1.19
H -3.101 2.185 -0.828 0.91
H -4.381 3.358 1.275 0.48
H -4.366 5.784 1.697 0.44
H -2.229 6.947 2.166 0.44
H -0.119 5.660 2.206 0.41
H -0.126 3.240 1.768 -0.08
H -2.806 1.509 3.706 0.44
H -4.639 0.333 4.872 0.43
H -6.364 -0.872 3.572 0.42
H -6.269 -0.858 1.099 0.48
H -4.451 0.293 -0.064 0.43
H 3.278 -1.718 0.325 0.03
H 5.294 -2.986 0.913 0.45
H 7.009 -1.978 2.390 0.41
H 6.674 0.307 3.271 0.45
H 4.651 1.572 2.704 0.51
H 3.211 3.405 0.420 0.42
H 3.046 5.387 1.853 0.46
H 2.161 5.192 4.154 0.43
H 1.442 2.984 5.011 0.46
H 1.620 0.988 3.581 0.48
I 0.608 -1.763 -2.382 0.13
C 1.004 -2.953 -0.710 0.10
C 1.545 -4.204 -0.973 -0.75
C 1.904 -5.010 0.091 -0.47
C 1.723 -4.528 1.376 -1.24
C 1.167 -3.278 1.541 -0.25
N 0.791 -2.489 0.519 0.79
H 1.681 -4.528 -1.994 0.53
H 2.325 -5.991 -0.085 0.47
H 2.002 -5.110 2.244 0.54
H 1.014 -2.875 2.529 0.47
N -0.517 -1.248 2.797 -0.36
C -1.498 -1.773 3.292 1.19
N -2.364 -2.284 3.966 -0.68
C -3.472 -2.980 3.781 0.62
N -4.455 -3.567 3.664 -0.56
I -6.976 -2.990 -3.847 0.14
C -5.390 -2.768 -2.517 -0.20
C -4.341 -1.914 -2.837 -0.70
C -3.297 -1.752 -1.941 0.03
C -3.294 -2.451 -0.738 0.34
C -4.339 -3.320 -0.435 -0.73
C -5.392 -3.475 -1.321 -0.61
C -2.225 -2.292 0.278 -0.25
O -2.050 -3.074 1.178 -0.72
O -1.498 -1.162 0.139 1.31
H -4.339 -1.382 -3.778 0.42
H -2.472 -1.099 -2.193 0.06
H -4.325 -3.857 0.505 0.49
H -6.209 -4.141 -1.081 0.43